1.
Here is the molecule C4H5NO from the Open Molecules 2025 dataset. Energies are from the ωB97M-V functional and the def2-TZVPD basis.

Summary:
Largest force on an atom   0.53 eV Å⁻¹
Structure (SMILES)   C#CC(=C)NO
HOMO-LUMO gap   9.73 eV
Molecular weight   83.09 g mol⁻¹
HOMO   -8.800 eV

Atoms and positions in Å:
C 0.9646 0.1884 1.1416
C 0.0487 0.0409 0.1810
N 0.3354 -0.1899 -1.1938
O 1.7154 -0.3673 -1.4045
C -1.3673 0.1439 0.4306
C -2.5552 0.2301 0.6158
H 2.0180 0.1052 0.9063
H 0.6570 0.3848 2.1621
H -0.1011 -1.0657 -1.4794
H 1.8907 0.2209 -2.1515
H -3.6062 0.3087 0.7919

2.
Here is the molecule C4H5NO from the Open Molecules 2025 dataset. Energies are from the ωB97M-V functional and the def2-TZVPD basis.

Summary:
Largest force on an atom   0.51 eV Å⁻¹
Structure (SMILES)   O[C@@H]1C=CC=N1
HOMO-LUMO gap   10.04 eV
Molecular weight   83.09 g mol⁻¹
HOMO   -9.682 eV

Atoms and positions in Å:
O 2.0939 0.6624 -0.2287
C 0.7840 0.4801 0.1985
C 0.2290 -0.9211 0.2689
C -1.0870 -0.8226 0.0455
C -1.3416 0.5916 -0.2878
N -0.2848 1.3154 -0.3663
H 2.2618 0.1367 -1.0191
H 0.8089 -1.8071 0.5056
H -1.8378 -1.6037 0.0823
H -2.3311 1.0265 -0.4145
H 0.7464 0.9103 1.2084

3.
Here is the molecule C4H5NO at a distorted geometry from the Open Molecules 2025 dataset. Energies are from the ωB97M-V functional and the def2-TZVPD basis.

Summary:
Largest force on an atom   3.50 eV Å⁻¹
Structure (SMILES)   Nc1ccoc1
HOMO-LUMO gap   9.64 eV
Molecular weight   83.09 g mol⁻¹
HOMO   -8.638 eV

Atoms and positions in Å:
N -0.8185 1.5215 -0.5059
C -0.1606 0.3365 -0.0443
C 0.0264 -0.4258 -1.1237
O 0.6495 -1.6013 -0.7505
C 0.8349 -1.5023 0.6136
C 0.3546 -0.3309 1.1122
H -1.7925 1.6138 -0.2780
H -0.2988 2.3788 -0.4538
H -0.5144 0.4360 -1.7965
H 1.3234 -2.3377 1.1093
H 0.3718 -0.0059 2.1433